# 1
Entry from OMol25: C5H9NO3 in the gas phase at a distorted geometry (ωB97M-V/def2-TZVPD).

Each line ends with the Mulliken charge.
Atoms and positions in Å:
C  -0.048  -0.237  1.274  0.598
C  1.884  0.090  -1.873  -0.784
C  -1.660  -0.155  1.317  0.309
C  0.318  0.581  0.084  0.184
N  -2.187  -1.311  0.894  -0.341
C  -0.128  1.709  -0.409  -0.924
O  1.523  -0.251  -0.556  -0.429
O  0.413  -1.530  1.150  -0.754
O  -2.254  0.812  1.731  -0.628
H  1.230  -1.401  0.362  0.496
H  0.289  0.276  2.188  0.241
H  -1.541  -2.075  0.749  0.229
H  -3.179  -1.452  0.970  0.239
H  2.511  -0.706  -2.282  0.271
H  2.462  1.019  -1.889  0.287
H  1.011  0.232  -2.520  0.358
H  0.319  2.199  -1.257  0.321
H  -0.963  2.201  0.066  0.327

Forces on the atoms, in the same order (eV/Å):
C -1.923 0.850 0.252
C 0.068 0.381 -0.379
C 1.666 -0.775 0.639
C 3.154 -1.850 -1.611
N -0.220 -0.118 -0.141
C 0.206 0.097 -0.225
O -2.396 2.297 1.048
O 2.666 -0.169 -2.121
O -0.092 0.321 -0.173
H -2.904 -0.499 2.500
H 0.020 -0.184 -0.069
H -0.174 0.031 -0.012
H 0.000 -0.080 -0.038
H -0.132 0.009 0.179
H 0.013 -0.014 0.046
H 0.013 -0.154 0.129
H 0.087 -0.065 -0.176
H -0.050 -0.080 0.151

HOMO = -9.2 eV
charge = 0
orbital gap = 10.006 eV
2S+1 = 1

=====

# 2
Entry from OMol25: C5H9NO3 in the gas phase at a distorted geometry (ωB97M-V/def2-TZVPD).

Each line ends with the Mulliken charge.
Atoms and positions in Å:
C  -1.424  0.172  -1.516  -1.319
C  -0.012  0.384  -1.034  0.186
C  -0.469  0.721  1.245  0.918
C  0.083  1.387  2.551  -1.898
C  0.754  -0.946  -1.060  0.579
H  -2.108  1.067  -1.626  0.333
H  -1.995  -0.408  -0.466  0.287
H  -1.400  -0.409  -2.403  0.413
H  0.386  1.012  -1.886  0.247
H  1.174  1.284  0.460  0.359
H  -0.504  1.483  3.186  0.698
H  0.910  1.055  2.831  0.484
H  0.373  2.554  2.504  0.308
H  2.274  -1.803  -0.384  0.371
N  0.096  1.145  0.194  -0.277
O  -1.446  -0.035  1.403  -0.617
O  1.827  -0.960  -0.306  -0.439
O  0.448  -2.024  -1.683  -0.631

Forces on the atoms, in the same order (eV/Å):
C -3.415 -0.927 4.576
C -0.164 0.864 -2.633
C -4.022 -0.974 7.564
C 3.279 4.825 -12.712
C -1.732 -4.754 -2.212
H 1.441 -0.616 -0.029
H 1.528 1.276 -3.798
H -0.263 -0.663 -0.602
H 0.489 -0.539 1.073
H -3.096 0.257 -1.087
H -9.941 0.202 10.351
H 7.016 -3.699 2.541
H -0.555 -2.150 -1.014
H -0.001 -0.593 -0.183
N 6.346 0.571 -3.926
O 1.564 0.772 -0.793
O 0.828 1.451 0.976
O 0.698 4.698 1.909

HOMO = -9.4 eV
charge = 0
orbital gap = 9.844 eV
2S+1 = 1

=====

| no. | total energy (Eh) |
| --- | --- |
| 1 | -476.33688 |
| 2 | -476.27968 |